1.
Density functional theory data (ωB97M-V/def2-TZVPD) for one molecule with the formula C21H37Cl2N2O4P at a distorted geometry.

Geometry as XYZ:
```
67
C21H37Cl2N2O4P | the OMol25 dataset | ωB97M-V/def2-TZVPD
C -5.12 0.24 -0.60
C -5.09 -1.22 -1.12
C -4.63 -2.26 -0.07
C -3.36 -1.85 0.70
C -2.12 -1.91 -0.24
C -1.36 -0.55 -0.37
C 0.17 -0.65 0.01
P 0.70 -1.86 -1.30
O 0.75 -3.26 -0.81
C 0.19 -1.11 1.48
C 1.54 -1.29 2.21
Cl 2.79 -2.18 1.22
C 1.46 -2.07 3.56
C 0.09 -2.12 4.22
Cl 2.55 -1.20 4.74
N -0.36 0.08 2.16
C 0.16 1.22 1.47
O 0.25 2.25 2.02
C 0.66 0.84 0.02
C 2.19 1.18 0.12
C 3.12 0.54 -0.90
C 4.56 1.15 -0.67
C 5.09 1.81 -1.96
O 5.78 0.83 -2.76
C 5.03 0.37 -3.80
O 4.69 1.05 -4.67
N 0.18 1.63 -1.12
C -0.52 2.68 -0.96
C 0.14 4.05 -0.77
C -2.04 2.73 -1.01
H -4.16 0.71 -0.81
H -5.94 0.81 -1.02
H -5.22 0.20 0.49
H -4.45 -1.31 -2.00
H -6.10 -1.47 -1.44
H -5.47 -2.45 0.61
H -4.37 -3.17 -0.62
H -3.24 -2.53 1.55
H -3.50 -0.84 1.13
H -1.49 -2.73 0.09
H -2.50 -2.19 -1.23
H -1.90 0.18 0.23
H -1.48 -0.24 -1.41
H -0.29 -1.82 -2.32
H 1.93 -1.55 -1.91
H -0.32 -2.06 1.63
H 2.03 -0.35 2.44
H 1.91 -3.04 3.45
H 0.19 -2.72 5.13
H -0.31 -1.14 4.44
H -0.62 -2.68 3.60
H -1.37 0.07 2.27
H 2.25 2.26 -0.03
H 2.62 1.01 1.12
H 3.24 -0.52 -0.72
H 2.80 0.74 -1.93
H 5.23 0.34 -0.40
H 4.56 1.83 0.18
H 5.74 2.64 -1.69
H 4.23 2.22 -2.50
H 4.78 -0.70 -3.75
H 0.66 4.27 -1.70
H -0.60 4.84 -0.66
H 0.85 4.04 0.06
H -2.43 2.45 -0.03
H -2.40 3.73 -1.25
H -2.36 2.04 -1.79
```

HOMO-LUMO gap in eV: 8.04
SMILES: CCCCCC[C@]1([PH2]=O)[C@@H]([C@H](Cl)[C@H](C)Cl)NC(=O)[C@]1(CCCCOC=O)N=C(C)C
HOMO level in hartree: -0.3009

---

2.
Density functional theory data (ωB97M-V/def2-TZVPD) for one molecule with the formula C5H9NO.

Geometry as XYZ:
```
16
C5H9NO | the OMol25 dataset | ωB97M-V/def2-TZVPD
C 1.21 -0.23 0.12
C -1.26 1.05 0.20
C 2.29 0.79 0.16
C -0.19 0.02 0.01
C -1.45 -0.45 0.35
N -2.30 -1.36 -0.33
O 1.60 -1.50 0.17
H 0.82 -2.05 0.39
H 0.23 0.00 -1.13
H -2.77 -0.95 -1.14
H -3.02 -1.73 0.28
H -1.54 1.58 -0.73
H -1.29 1.70 1.07
H 2.70 0.82 1.17
H 3.11 0.53 -0.52
H 1.89 1.77 -0.09
```

Energy relative to the best compared isomer or geometry (same formula, charge and spin) in eV: 6.105
HOMO-LUMO gap in eV: 6.86
HOMO level in hartree: -0.2371

---

3.
Density functional theory data (ωB97M-V/def2-TZVPD) for C58H58N4O2PS3Sn as an isolated structure.

Geometry as XYZ:
```
127
C58H58N4O2PS3Sn | the OMol25 dataset | ωB97M-V/def2-TZVPD
Sn 1.37 -0.85 -1.01
C -0.83 -5.79 5.19
C -0.97 -4.70 4.16
C -0.63 -4.95 2.83
C -0.77 -3.97 1.86
C -1.27 -2.73 2.23
C -1.61 -2.46 3.55
C -1.46 -3.45 4.51
S -1.40 -1.38 1.07
O -0.77 -1.90 -0.21
C -3.19 -1.38 0.77
C -4.08 -2.14 1.55
C -5.43 -1.98 1.44
C -5.97 -1.02 0.56
C -7.36 -0.80 0.46
C -7.86 0.14 -0.39
C -6.99 0.91 -1.19
C -5.64 0.71 -1.13
C -5.09 -0.26 -0.25
C -3.68 -0.44 -0.13
C -2.82 0.31 -1.09
C -2.75 -0.20 -2.43
C -3.37 -1.42 -2.79
C -3.29 -1.89 -4.08
C -2.58 -1.17 -5.05
C -1.98 0.01 -4.73
C -2.05 0.52 -3.42
C -1.42 1.74 -3.06
C -1.43 2.18 -1.77
C -2.16 1.47 -0.78
S -2.10 2.22 0.87
O -3.02 1.50 1.77
C -2.95 3.73 0.40
C -4.33 3.74 0.29
C -4.96 4.91 -0.12
C -4.23 6.06 -0.41
C -4.92 7.32 -0.84
C -2.85 6.03 -0.27
C -2.20 4.87 0.14
H -1.56 -6.58 4.99
H -1.01 -5.41 6.20
H 0.16 -6.24 5.16
H -0.25 -5.92 2.56
H -0.50 -4.14 0.83
H -2.01 -1.49 3.80
H -1.75 -3.25 5.53
H -3.69 -2.89 2.23
H -6.10 -2.58 2.04
H -8.02 -1.40 1.08
H -8.93 0.30 -0.46
H -7.40 1.65 -1.86
H -4.97 1.30 -1.74
H -3.90 -1.99 -2.04
H -3.77 -2.82 -4.34
H -2.53 -1.55 -6.06
H -1.42 0.57 -5.48
H -0.94 2.33 -3.83
H -0.94 3.10 -1.50
H -4.89 2.85 0.53
H -6.04 4.93 -0.20
H -5.96 7.14 -1.10
H -4.41 7.76 -1.70
H -4.89 8.06 -0.03
H -2.27 6.92 -0.47
H -1.13 4.85 0.27
C 3.50 -1.67 5.44
C 2.06 -1.73 4.93
N 1.81 -0.82 3.81
C 1.55 0.57 4.19
C 0.11 0.85 4.59
C 1.85 -1.22 2.52
C 2.40 -2.59 2.22
N 1.48 -0.50 1.51
H 3.62 -2.35 6.28
H 3.75 -0.67 5.77
H 4.21 -1.96 4.66
H 1.38 -1.46 5.74
H 1.81 -2.75 4.62
H 1.85 1.21 3.36
H 2.21 0.80 5.03
H -0.57 0.73 3.75
H 0.03 1.88 4.95
H -0.21 0.18 5.40
H 3.39 -2.72 2.66
H 2.48 -2.70 1.14
H 1.75 -3.37 2.60
H 1.08 0.39 1.77
C 3.38 -2.76 -7.03
C 2.83 -2.08 -5.82
C 2.23 -0.82 -5.91
C 1.75 -0.26 -4.75
N 1.83 -0.89 -3.58
C 2.42 -2.10 -3.58
S 2.49 -2.91 -2.04
N 2.92 -2.70 -4.65
H 2.60 -2.84 -7.79
H 3.74 -3.75 -6.78
H 4.19 -2.17 -7.45
H 2.14 -0.29 -6.85
H 1.28 0.71 -4.74
C 5.76 -1.25 -0.24
P 4.24 -0.22 -0.33
C 4.37 0.55 -1.97
C 3.59 1.68 -2.22
C 3.63 2.31 -3.45
C 4.41 1.79 -4.47
C 5.15 0.63 -4.25
C 5.14 0.02 -3.00
C 4.73 1.16 0.78
C 5.30 2.35 0.32
C 5.63 3.36 1.21
C 5.39 3.19 2.57
C 4.85 2.00 3.04
C 4.52 0.99 2.14
H 6.62 -0.69 -0.61
H 5.62 -2.16 -0.81
H 5.94 -1.51 0.81
H 2.97 2.08 -1.42
H 3.05 3.21 -3.62
H 4.45 2.28 -5.43
H 5.74 0.20 -5.05
H 5.73 -0.87 -2.84
H 5.49 2.49 -0.74
H 6.07 4.27 0.84
H 5.64 3.98 3.27
H 4.67 1.87 4.10
H 4.10 0.06 2.50
```

Charge: +1
Energy relative to the best compared isomer or geometry (same formula, charge and spin) in eV: 0.595
HOMO-LUMO gap in eV: 8.06
HOMO level in hartree: -0.3667

---

4.
Density functional theory data (ωB97M-V/def2-TZVPD) for a 11-piece molecular cluster, C33H68F21N4O25S7 overall at a distorted geometry.

Geometry as XYZ:
```
158
C33H68F21N4O25S7 | the OMol25 dataset | ωB97M-V/def2-TZVPD
C -1.77 0.26 -4.83
N -2.63 -0.98 -5.07
C -1.83 -2.28 -4.87
C -3.77 -0.89 -4.05
C -3.18 -0.88 -6.56
C -2.03 -0.97 -7.55
O -1.94 -2.31 -8.00
H -1.53 0.36 -3.76
H -2.38 1.16 -5.08
H -0.81 0.23 -5.34
H -1.10 -2.28 -5.67
H -2.50 -3.12 -5.07
H -1.40 -2.34 -3.87
H -3.37 -1.06 -3.05
H -4.48 -1.65 -4.30
H -4.28 0.09 -4.08
H -3.81 0.04 -6.58
H -3.85 -1.77 -6.68
H -1.09 -0.65 -7.06
H -2.25 -0.26 -8.40
H -1.02 -2.66 -8.08
C 5.13 4.72 1.87
N 5.21 3.26 1.50
C 6.67 2.83 1.16
C 4.70 2.42 2.65
C 4.31 3.00 0.23
C 3.10 2.08 0.36
O 2.10 2.71 1.16
H 4.10 4.98 2.12
H 5.46 5.33 1.03
H 5.82 4.90 2.69
H 7.32 2.78 2.06
H 6.91 3.55 0.40
H 6.56 1.80 0.74
H 5.13 2.58 3.63
H 4.84 1.38 2.36
H 3.61 2.52 2.67
H 4.95 2.60 -0.55
H 3.95 3.96 -0.08
H 3.44 1.15 0.83
H 2.80 1.84 -0.71
H 1.42 2.00 1.26
C -2.81 3.39 2.11
C -2.66 4.43 3.15
N -1.51 5.45 2.79
C -0.29 4.68 2.53
C -1.91 6.28 1.58
C -1.00 7.44 1.26
C -1.27 6.37 3.92
C -2.43 7.35 4.33
O -3.36 6.59 5.10
C -4.56 7.23 5.37
H -3.70 2.83 2.33
H -2.02 2.66 2.03
H -2.97 3.75 1.08
H -2.36 3.95 4.08
H -3.58 4.98 3.33
H -0.01 4.10 3.41
H 0.59 5.36 2.57
H -0.16 4.13 1.60
H -2.99 6.60 1.68
H -1.85 5.54 0.77
H 0.02 7.08 1.13
H -1.16 8.20 2.03
H -1.24 7.85 0.28
H -0.46 7.10 3.77
H -0.93 5.69 4.70
H -2.83 7.83 3.43
H -1.99 8.17 4.91
H -5.10 7.40 4.43
H -4.44 8.19 5.90
H -5.14 6.70 6.07
C 0.73 -3.49 -2.20
C 0.77 -2.46 -1.04
N 0.63 -3.05 0.35
C -0.76 -3.57 0.54
C 1.73 -4.14 0.42
C 2.02 -4.55 1.89
C 0.92 -1.98 1.37
C 0.12 -0.69 1.34
O 0.54 0.33 0.45
C -0.36 0.84 -0.53
H 1.51 -4.26 -2.19
H 0.73 -2.86 -3.12
H -0.23 -3.97 -2.31
H 0.03 -1.67 -1.20
H 1.76 -2.01 -0.97
H -1.47 -2.75 0.23
H -1.03 -3.85 1.56
H -0.93 -4.39 -0.15
H 2.63 -3.65 0.01
H 1.37 -4.97 -0.16
H 2.73 -3.89 2.35
H 2.55 -5.52 1.78
H 1.18 -4.86 2.57
H 2.00 -1.84 1.43
H 0.60 -2.40 2.32
H 0.32 -0.27 2.35
H -0.91 -0.96 1.13
H 0.28 1.43 -1.21
H -1.13 1.51 -0.16
H -0.91 0.09 -1.11
C -3.57 -4.32 -2.39
F -3.88 -4.73 -1.18
F -2.86 -3.17 -2.29
F -2.70 -5.21 -2.94
S -5.16 -4.18 -3.38
O -5.78 -3.06 -2.72
O -4.62 -3.96 -4.73
O -5.81 -5.45 -3.17
C 2.31 -5.22 5.78
F 2.91 -4.13 5.23
F 0.99 -5.05 5.68
F 2.59 -6.30 5.06
S 2.84 -5.34 7.52
O 4.27 -5.34 7.36
O 2.31 -4.09 8.09
O 2.16 -6.61 7.86
C 5.39 -1.88 -0.47
F 4.30 -1.49 -1.11
F 5.41 -3.23 -0.40
F 6.43 -1.57 -1.26
S 5.54 -1.01 1.11
O 6.69 -1.58 1.71
O 5.66 0.32 0.54
O 4.26 -1.20 1.81
C -0.75 4.42 -3.09
F 0.45 4.33 -2.41
F -0.66 5.72 -3.59
F -0.64 3.51 -4.13
S -2.24 4.18 -2.06
O -3.28 4.70 -2.90
O -2.23 2.73 -1.91
O -1.91 5.05 -0.94
C 1.01 -4.55 -6.47
F 1.13 -5.52 -7.38
F -0.25 -4.54 -5.97
F 1.81 -4.91 -5.40
S 1.50 -2.93 -7.23
O 2.86 -3.24 -7.56
O 0.59 -2.83 -8.36
O 1.23 -2.04 -6.11
C -2.78 0.10 3.99
F -3.28 -0.69 4.94
F -3.03 1.43 4.38
F -1.44 -0.08 4.16
S -3.39 -0.13 2.26
O -3.09 -1.53 2.12
O -4.76 0.34 2.41
O -2.48 0.78 1.56
C -0.74 -7.51 2.20
F 0.10 -8.23 2.97
F -2.03 -7.86 2.39
F -0.65 -6.24 2.67
S -0.19 -7.63 0.43
O -1.01 -6.61 -0.18
O 1.23 -7.34 0.59
O -0.52 -8.99 0.04
```

Charge: -3
HOMO-LUMO gap in eV: 5.93
HOMO level in hartree: -0.1110